(1)
Computed, not measured: 5 unconnected molecules or ions with the total composition C44H89F9N8O2S3 in a non-equilibrium geometry, with ωB97M-V with the def2-TZVPD basis set.

The geometry in XYZ format:
```
155
Properties=species:S:1:pos:R:3:forces:R:3
N 0.969 6.175 -4.813 0.4 1.7 -3.5
H 0.742 -4.562 -0.624 0.0 0.1 0.1
C -6.345 -0.619 0.799 -0.1 -0.1 0.0
H -1.190 4.273 -2.086 0.4 -0.2 -0.4
F 5.287 0.971 -3.033 -0.7 -0.4 -0.4
C 3.747 4.933 2.626 0.4 -1.7 -0.9
C -3.255 -1.652 1.205 0.1 -0.2 0.0
H -0.863 -5.904 2.237 0.1 0.0 -0.1
H -0.691 6.614 -2.017 0.7 -0.1 -0.1
H -3.447 -1.369 -0.919 -0.2 0.1 0.0
C -3.752 -3.186 7.679 0.2 0.0 0.0
H 2.225 6.495 0.377 0.4 0.1 0.3
H -5.557 -3.831 4.197 0.0 0.0 0.0
C 0.088 4.424 3.297 -0.1 0.5 -0.6
H 3.390 -3.129 -5.517 0.0 0.0 0.0
H -3.365 -1.950 9.419 0.0 0.0 -0.1
H -0.567 5.059 3.922 0.3 -0.6 0.0
H 0.182 -6.011 0.126 -0.1 0.1 0.2
H 1.313 6.242 3.379 0.2 -0.5 0.0
H 2.675 -5.874 -0.460 0.0 0.0 0.0
H 2.059 3.015 -3.491 0.6 0.0 0.1
C 1.396 5.208 2.967 -0.6 0.3 -0.3
H 0.156 -4.619 -4.512 0.1 0.0 -0.1
S 4.029 6.641 2.039 -0.4 0.5 0.2
C 0.846 -3.075 1.677 0.2 0.1 -0.1
C 0.846 5.733 -3.792 -0.2 -2.1 4.7
H -5.916 -2.686 6.235 0.1 0.0 0.1
H 0.854 7.052 -1.267 0.0 -0.5 -0.3
H -3.280 -1.083 2.137 0.0 0.0 0.0
N -3.990 -2.103 6.740 -0.3 0.2 -0.2
H -1.218 5.276 -0.243 0.1 0.3 0.2
H -0.199 -3.348 -6.801 0.0 0.0 0.0
H -2.314 -0.919 7.059 -0.1 -0.1 0.1
C -4.983 -2.418 5.725 -0.3 -0.2 0.1
C -4.651 -3.536 4.732 -0.1 0.0 -0.2
H 3.116 6.747 4.681 0.0 -0.1 0.6
C 0.796 5.104 -2.402 -0.1 0.4 -1.5
F 4.562 1.418 -1.071 -0.6 -0.1 -0.1
H -0.841 -1.692 5.404 0.0 0.0 0.0
H -4.262 0.945 2.001 0.0 0.1 0.1
H -6.096 -1.677 0.865 0.0 0.0 0.1
C -1.782 -2.245 5.463 0.2 0.1 -0.2
C -1.602 1.372 -2.993 1.8 0.5 0.8
F 2.085 -0.455 -5.724 0.1 0.2 0.7
H 3.966 5.867 -2.887 -0.5 -0.2 0.3
C 4.058 6.147 -0.762 0.2 1.0 -0.1
O -2.185 2.684 -4.832 -1.5 0.6 -2.4
H -0.758 -5.910 -5.200 0.1 -0.1 -0.1
H -0.239 6.389 0.550 -0.3 -0.1 -0.1
H -0.604 1.050 -2.627 -0.5 0.1 -0.1
C -3.252 -0.753 -0.036 0.3 0.0 0.1
H 1.713 -2.607 -0.269 0.0 0.0 0.0
C 3.268 6.855 0.388 -0.2 -1.1 -0.7
C 2.274 4.676 -2.081 0.4 -0.2 0.4
H 3.284 6.116 6.395 0.0 0.0 -0.5
C 0.957 -6.677 -7.036 0.2 -0.2 0.0
H -1.894 -2.504 8.597 0.0 0.0 0.0
H -1.457 -4.562 -7.087 0.1 0.1 -0.1
H 2.888 -4.779 0.900 0.0 0.0 0.0
H -0.457 4.277 2.343 0.3 -0.1 0.5
H -6.193 -0.163 1.778 0.0 0.0 0.0
H 3.081 4.341 -4.037 -0.2 -0.4 0.3
H 2.676 6.878 -2.260 0.1 -0.6 0.0
H -4.717 -3.534 8.057 -0.1 0.0 -0.2
N 1.140 -5.650 -6.021 0.0 -0.3 0.0
H 0.599 -7.055 -9.132 0.0 0.0 0.0
F 3.134 -0.423 -1.847 0.5 -0.3 -0.3
H 4.956 3.223 -3.505 -0.4 -0.4 0.3
H -5.222 -1.505 5.171 0.1 0.0 0.0
F 1.871 1.238 -1.946 -0.1 0.9 -0.5
H -2.216 2.343 0.199 0.0 -0.1 0.0
S 2.483 0.102 -4.272 -1.5 -2.4 -1.5
H 1.823 -3.227 2.161 0.0 0.1 0.0
C 2.866 3.692 -3.169 -0.6 0.6 0.1
H 0.226 -2.530 2.396 -0.1 -0.2 0.1
C 2.927 0.701 -2.550 0.5 -1.5 1.2
C 0.801 -5.128 0.310 0.1 0.1 -0.3
H 1.620 -4.850 3.712 0.0 0.0 0.0
N -4.150 0.392 -0.049 -0.1 0.0 -0.3
H 1.896 -4.069 -7.225 0.1 0.0 0.0
N -0.300 5.697 -0.184 0.8 -0.3 -0.2
C -5.551 0.084 -0.306 -0.2 0.2 -0.1
H 2.329 -6.440 1.161 0.1 0.1 0.1
C -2.819 -1.416 6.225 0.3 0.1 0.3
H -0.885 -4.413 3.124 0.1 0.1 0.0
F 1.602 -1.073 -3.584 0.1 0.7 -0.4
H -1.832 1.107 1.412 0.0 0.0 0.0
O -0.385 3.467 -3.842 -0.2 0.1 1.0
H 0.407 -5.899 4.436 0.0 0.0 0.0
H -2.342 -2.256 1.217 0.0 0.0 0.0
C 2.178 -4.690 -6.361 0.0 0.2 0.0
N 2.622 4.515 3.377 0.3 1.5 0.0
H -4.620 2.212 0.834 -0.1 -0.1 -0.1
C -0.226 -5.070 2.545 -0.2 0.1 0.2
C 0.450 -6.244 -8.415 -0.1 -0.1 -0.1
H -2.231 -0.387 -0.187 0.0 0.1 0.1
C 2.563 -3.770 -5.212 0.0 -0.1 0.0
H 4.583 5.244 -0.403 -0.5 0.2 -0.1
H 0.979 -5.371 -8.799 0.0 0.0 0.0
H 3.076 -5.242 -6.654 -0.1 -0.1 -0.1
H -0.618 -6.027 -8.402 0.0 0.1 0.0
H 4.582 3.593 -1.841 -0.1 -0.6 -0.2
H -2.034 0.509 -3.514 -0.2 0.6 0.1
C 2.254 -5.574 0.504 0.1 -0.2 -0.1
C 4.229 1.533 -2.396 1.1 1.7 1.0
H 0.255 3.426 3.729 0.0 0.5 0.0
H -2.099 -2.437 4.439 0.0 -0.1 0.0
H 3.411 3.710 5.215 -0.1 0.4 -0.5
C -0.219 3.921 -2.490 0.0 -0.5 0.4
H -3.934 -3.208 3.979 0.0 -0.1 0.0
F 1.125 0.962 -4.326 1.1 0.4 0.0
H -3.275 -4.052 7.193 0.0 -0.1 0.1
C 2.850 4.582 4.833 -0.6 0.4 1.3
H -2.498 2.654 1.914 0.0 0.0 0.0
H -7.413 -0.559 0.576 0.0 0.0 0.0
H 1.741 -3.120 -4.916 0.0 0.0 0.0
C 3.224 5.937 -2.069 0.7 0.1 1.0
C -1.425 2.568 -3.956 0.4 -1.4 1.6
F 3.333 1.230 -5.006 -0.2 -0.1 0.6
H 1.851 4.524 5.313 0.4 -0.2 -0.4
C -0.856 -4.076 -6.320 -0.2 0.0 0.1
H 2.889 -4.343 -4.341 -0.1 0.0 0.0
C 0.860 -5.600 3.487 0.0 -0.2 0.1
H -1.567 -3.199 5.947 0.0 0.0 0.0
C 1.034 -2.175 0.467 0.0 0.1 -0.1
H 4.572 5.867 5.166 -0.5 0.2 0.2
H 1.351 -6.483 3.080 0.1 0.1 0.0
C -0.084 -5.092 -5.469 0.0 0.2 0.2
H -2.833 -3.625 9.572 0.0 0.0 0.0
C -3.966 1.357 1.023 0.1 -0.1 0.1
H 1.442 5.329 1.873 0.0 -0.2 0.5
H -2.161 1.653 -2.080 -0.1 -0.2 -0.6
H 3.241 7.942 0.192 0.1 -0.4 0.3
H 0.291 -7.450 -6.641 -0.1 0.1 0.1
N 0.189 -4.332 1.363 -0.3 -0.2 0.1
H 1.461 -1.219 0.779 0.0 0.0 0.0
F 3.694 -0.946 -4.298 0.1 1.3 0.3
C 0.188 6.201 -1.471 -1.3 0.3 0.2
N 2.139 3.467 0.261 -0.2 -1.7 2.9
H 1.919 -7.181 -7.174 0.0 0.1 0.1
H 0.075 -1.971 -0.017 0.0 -0.1 0.0
S 4.880 3.817 2.234 -0.2 0.6 0.4
H -6.059 1.026 -0.541 0.1 0.1 0.1
C 4.203 3.035 -2.717 -0.3 0.8 -0.6
C -2.910 -2.784 8.881 0.0 0.0 0.0
H -1.548 -3.518 -5.684 0.0 0.0 0.0
H 4.863 6.862 -1.036 -0.2 -0.5 0.1
C 3.478 5.932 5.328 0.5 -0.8 -0.8
H 0.077 3.045 -1.882 0.2 0.6 0.1
H -4.091 -2.350 1.199 0.0 0.1 0.1
H -5.620 -0.507 -1.223 0.2 0.0 0.0
C -2.542 1.888 1.137 0.0 0.0 0.0
H -3.147 -0.592 5.584 -0.2 -0.1 0.0
H -4.260 -4.430 5.220 0.0 0.0 0.0
C 2.233 3.978 -0.735 0.2 2.2 -4.0
```
Positions in Å, forces in eV/Å.

Summary:
DFT total energy: -120045.049 eV
LUMO level: -0.44 eV
2S+1: 1
Gap between HOMO and LUMO: 7.59 eV
Strongest force on any atom: 5.2 eV/A
SMILES string: CCN(CC)C(=S)SCCC[C@](C#N)(CCC(F)(F)C(F)(F)S(F)(F)(F)(F)F)[C@](C#N)(CN)COC(C)=O.CCN(CC)CC.CCN(CC)CC.CCN(CC)CC.CCN(CC)CC

Results of the Löwdin charge analysis, in e, for atoms 1 through 5: 0.2175, 0.0982, -0.0862, 0.1372, 0.1147

=====

(2)
Computed, not measured: a single C3H8N2 molecule in a non-equilibrium geometry, with ωB97M-V with the def2-TZVPD basis set.

The geometry in XYZ format:
```
13
Properties=species:S:1:pos:R:3:forces:R:3
C -1.160 -1.787 0.314 1.0 1.8 0.1
H -1.850 -2.344 1.928 0.3 -0.3 1.5
H 1.419 -0.414 -0.346 2.6 -0.7 -0.3
H 0.189 -0.556 1.444 -0.2 -0.2 0.5
H 0.646 1.972 -1.307 0.4 1.3 -2.8
C 0.491 0.015 -0.428 -2.9 2.1 -3.5
H -1.259 -1.770 -0.743 0.1 -0.6 -1.1
H -0.394 2.039 0.139 0.6 -1.2 -1.3
C 0.498 1.555 -0.397 -0.5 0.0 5.0
N -0.329 -0.536 0.584 -3.0 -3.4 1.2
H 1.270 1.942 0.289 0.3 -0.2 -0.4
H 0.090 -0.102 -1.535 0.5 -0.9 2.3
N -1.813 -2.668 0.987 1.0 2.2 -1.2
```
Positions in Å, forces in eV/Å.

Summary:
DFT total energy: -6219.199 eV
LUMO level: 1.06 eV
2S+1: 1
Gap between HOMO and LUMO: 10.21 eV
Strongest force on any atom: 5.0 eV/A
SMILES string: [H]/N=C\NCC

Results of the Löwdin charge analysis, in e, for atoms 1 through 5: -0.2324, 0.0168, 0.0760, 0.1084, 0.0160